Below is a molecular structure, C33H30FN4O8RhS, with properties calculated with ωB97M-V with the def2-TZVPD basis set.

**F_max**: 3.1 eV Å⁻¹
**Energy above the lowest of the compared OMol25 structures with the same formula, charge and spin**: 0.9130 eV
**Orbital gap (alpha / beta)**: 0.2352 / 0.2351 Eh
**E_tot**: -73610.6056 eV
**Molar mass**: 764.59 g mol⁻¹

```
! RIJCOSX wB97M-V def2-TZVPD def2/J DEFGRID3
* xyz 0 1
Rh -0.0722 -0.1382 0.1406
O -0.2960 0.4168 1.9445
C 0.3487 0.4648 3.0628
C -0.1760 1.2444 4.1162
C 0.4863 1.3490 5.3154
C 1.6841 0.6569 5.5274
C 2.1974 -0.1240 4.5197
C 1.5605 -0.2298 3.2761
C 2.1171 -1.0279 2.2003
N 1.6886 -1.1370 0.9478
C 2.5454 -1.9690 0.2665
C 3.5128 -2.3862 1.1125
N 3.2316 -1.7890 2.3226
H -1.0985 1.7756 3.9174
H 0.0789 1.9750 6.1003
H 2.2088 0.7438 6.4700
H 3.1284 -0.6535 4.7015
H 2.4084 -2.1941 -0.7779
H 4.3635 -3.0295 0.9701
H 3.7510 -1.9160 3.1704
C -0.6203 -6.9526 -2.6637
C -0.6147 -5.8731 -3.7406
C 0.4106 -6.2117 -4.8140
C 0.3923 -5.1562 -5.9085
C 0.6207 -3.7963 -5.3072
C 1.2210 -2.8049 -6.0519
C 1.4365 -1.5561 -5.4853
F 2.0506 -0.6185 -6.2208
C 1.0480 -1.2563 -4.2133
C 0.4299 -2.2447 -3.4419
C -0.0402 -1.9302 -2.1130
O 0.0791 -0.7530 -1.7129
C -0.6293 -2.9803 -1.3775
C -0.7469 -4.2153 -1.9555
N -0.3304 -4.5228 -3.1883
C 0.2408 -3.5307 -3.9823
C -1.2509 -2.8517 0.0062
O -1.7466 -3.8494 0.5031
O -1.2735 -1.6822 0.5390
H -0.6406 -7.9268 -3.1500
H -1.4903 -6.8966 -2.0119
H 0.2822 -6.8907 -2.0522
H -1.6048 -5.8346 -4.2058
H 0.1755 -7.1914 -5.2271
H 1.4043 -6.2569 -4.3584
H -0.5740 -5.1795 -6.4209
H 1.1586 -5.3610 -6.6559
H 1.5369 -2.9993 -7.0690
H 1.2192 -0.2726 -3.7959
H -1.2199 -4.9876 -1.3684
C 3.4976 6.4749 1.9545
C 2.1537 5.9134 1.5746
C 1.3655 6.5327 0.6081
C 0.1397 6.0008 0.2465
C -0.2968 4.8395 0.8642
C 0.4640 4.2081 1.8353
C 1.6859 4.7517 2.1844
S -1.8335 4.1343 0.3736
O -1.8398 2.7286 0.6595
O -2.9122 4.9206 0.9085
N -1.8931 4.3921 -1.2382
C -1.0904 3.7226 -2.2831
C -0.4862 2.3302 -2.0340
C 0.8113 2.3786 -1.1934
O 1.5711 3.3119 -1.3841
O 1.1003 1.4044 -0.3791
H 3.7180 7.3844 1.3966
H 4.2876 5.7486 1.7568
H 3.5245 6.7129 3.0198
H 1.7293 7.4278 0.1174
H -0.4735 6.4713 -0.5107
H 0.1052 3.2895 2.2839
H 2.3009 4.2516 2.9242
H -2.8398 4.6228 -1.5025
H -0.2382 4.3624 -2.5168
H -1.7445 3.6668 -3.1516
H -0.1753 1.9397 -3.0044
H -1.2099 1.6429 -1.5939
*
```